Entry 1:
Molecular formula: C42H85Br2F6N5O8PS2
Method: DFT, ωB97M-V/def2-TZVPD

Geometry as XYZ:
```
151
Properties=species:S:1:pos:R:3:forces:R:3
C -4.807372 3.904477 -1.924659 -0.5 0.0 0.2
C -5.182601 2.451238 -1.193276 0.2 1.6 0.7
O -4.178264 1.400733 -1.521509 -2.0 -0.6 0.2
C -4.823632 0.086432 -1.700489 -1.2 -0.4 -0.6
C -3.880584 -1.036000 -2.447351 -1.4 0.7 -0.6
O -3.243215 -2.006346 -1.526465 1.6 1.1 -1.8
C -2.179934 -2.704885 -2.263858 0.0 -1.4 -0.5
C -1.027677 -3.404769 -1.330945 -0.5 -1.5 -0.4
O -0.456802 -2.538996 -0.287394 0.7 0.6 -1.0
C 0.882574 -2.058418 -0.609766 -0.1 -3.1 -0.2
C 1.518371 -0.847079 0.240525 0.7 1.8 -2.7
N 2.861229 -0.738249 -0.430434 0.4 -3.3 1.5
N 1.405338 -0.998560 1.770412 -1.6 -2.7 0.2
C 1.373393 0.221080 2.692606 0.8 2.1 -0.8
C 2.748179 0.782504 3.383801 5.5 -0.8 -0.7
Br 2.831513 2.264831 4.800867 -1.2 -1.7 -1.8
C 4.145967 0.263590 3.188814 -3.9 0.2 -0.1
C 4.535519 -0.971386 2.243098 2.6 0.4 0.0
Br 5.770466 1.068417 4.151697 -2.3 -1.2 -1.5
S 0.618085 -0.501377 4.240657 2.6 -9.1 4.8
O -0.086992 -1.906865 4.092115 1.1 5.5 -1.4
O 1.832378 -0.913138 5.177233 -4.1 3.1 -3.3
C -0.507033 0.498610 5.287694 -4.1 2.8 3.0
F -0.341129 1.954576 5.358402 -0.4 -4.7 -0.8
F -1.967304 0.188484 5.040945 5.0 1.1 0.2
C -0.304084 -0.003898 6.876747 -1.4 0.1 3.1
F -0.419458 -1.468477 7.044192 0.9 5.5 -0.6
F 0.866975 0.620660 7.535852 -4.1 -2.7 -2.6
F -1.508407 0.576933 7.584325 4.2 -2.0 -2.4
C 0.468940 1.219721 1.680179 -0.7 2.5 0.4
C 0.826938 2.804759 2.082079 1.9 1.2 0.4
C 0.147797 3.982172 1.216181 -1.9 0.9 0.5
O 1.119093 5.020576 0.730341 -3.2 1.3 -0.8
C 0.195591 6.063764 0.171252 -2.4 -0.2 -5.7
O -0.434506 5.956406 -1.005588 4.4 0.1 7.8
C -1.138439 1.283452 1.732468 -3.0 -0.7 -0.5
F -1.746798 2.105161 2.848293 2.2 -1.6 -1.8
C -2.046446 -0.063497 1.743894 -1.7 -0.1 0.5
C -3.636867 0.460756 1.791147 0.2 0.2 -0.5
C 0.985224 0.739816 0.147679 2.3 -1.0 2.4
O 2.306966 1.379772 0.112705 -3.0 1.5 -1.3
C 2.469535 2.442196 -0.857413 2.1 2.3 -1.5
C 3.138524 1.913103 -2.297595 0.8 0.8 1.0
P -0.146480 0.638848 -1.336526 -1.5 1.3 -2.6
S -0.923596 2.241638 -2.085169 0.1 0.4 0.4
H -3.933585 4.477216 -1.357758 -1.7 -1.5 -1.3
H -4.560030 3.776673 -3.073676 -0.4 0.2 2.5
H -5.762914 4.608143 -1.823204 2.0 -1.6 -0.3
H -5.152044 2.690910 -0.024952 -0.1 -0.8 -2.4
H -6.284357 2.133452 -1.431587 2.2 0.4 0.1
H -5.288226 -0.346684 -0.698411 1.1 0.9 -1.9
H -5.746590 0.272784 -2.433795 1.9 -0.6 1.5
H -3.118411 -0.447703 -3.121166 -1.2 -1.2 1.4
H -4.611925 -1.651204 -3.159586 1.6 1.3 1.4
H -2.717182 -3.588456 -2.858726 1.4 1.7 1.1
H -1.633651 -2.046937 -3.067002 -1.1 -0.8 1.6
H -1.422076 -4.385735 -0.776270 0.6 2.4 -1.1
H -0.188443 -3.803023 -2.077163 -1.6 1.0 1.5
H 1.594480 -2.997547 -0.386235 -1.2 2.0 -0.3
H 0.958581 -1.968105 -1.798094 0.1 0.6 2.7
H 3.355125 -1.651621 -0.215852 -0.6 1.3 -0.6
H 2.740910 -0.736378 -1.467885 -0.1 0.2 1.2
H 0.358634 -1.199138 1.738674 0.6 -0.1 0.3
H 1.697187 -1.933695 2.188725 0.4 1.4 -0.3
H 5.551655 -1.450953 2.662087 -2.4 1.2 -0.7
H 3.830272 -1.884900 2.161473 0.8 1.9 0.2
H 4.886092 -0.520975 1.193288 -1.2 -1.1 2.2
H 0.554268 3.039913 3.222377 0.4 -1.1 -2.7
H 1.997950 3.036090 2.039466 -2.5 -0.9 -0.1
H -0.583430 4.601809 1.930721 1.4 -1.6 -1.3
H -0.491736 3.697211 0.293692 1.2 -0.1 1.5
H 0.008407 7.077258 0.768657 0.9 -2.4 -0.8
H -1.557868 1.872436 0.776618 1.5 -1.2 1.9
H -1.935020 -0.762849 2.672841 0.3 1.4 -1.6
H -1.989110 -0.740004 0.792908 0.4 1.4 1.6
H -4.356781 -0.354565 1.299163 1.7 1.8 1.2
H -3.680708 1.450046 1.143261 -0.1 -2.1 1.2
H -3.984964 0.732335 2.878492 0.8 -0.7 -2.2
H 3.325011 3.155482 -0.418397 -2.0 -1.7 -0.7
H 1.560258 3.153566 -1.032029 1.4 -1.8 0.4
H 3.241446 2.839276 -3.043241 -0.6 -2.2 1.6
H 4.265091 1.628287 -2.023551 -2.5 0.2 -0.7
H 2.568152 1.009713 -2.766671 1.1 1.8 0.6
H -1.285438 -0.281697 -1.210240 1.6 0.1 0.7
H 0.637120 0.069157 -2.445139 -0.2 -0.1 1.5
C 5.266221 -0.358911 -5.695445 0.0 0.0 -0.1
C 4.848105 -1.421284 -4.682863 -0.1 0.0 -0.3
N 3.850612 -2.364485 -5.193960 -0.4 -0.1 0.4
C 3.237896 -3.185012 -4.144837 0.1 0.2 -0.3
C 4.143387 -4.153551 -3.388647 0.0 -0.2 0.2
C 4.204258 -3.081749 -6.420403 0.0 0.2 -0.3
C 5.480830 -3.916559 -6.410225 0.2 -0.2 -0.1
H 4.396825 0.178209 -6.088649 0.1 -0.1 0.0
H 5.923643 0.374035 -5.215985 -0.1 -0.1 0.0
H 5.818913 -0.790825 -6.535568 -0.1 0.1 0.1
H 4.423014 -0.887501 -3.823204 -0.1 -0.2 0.0
H 5.744726 -1.935903 -4.317811 0.1 0.0 0.1
H 2.397289 -3.748119 -4.567065 0.1 0.1 -0.2
H 2.778951 -2.510543 -3.410778 0.1 0.2 0.0
H 4.405028 -5.021623 -3.995746 0.0 0.1 0.1
H 3.617616 -4.529634 -2.504786 0.0 0.0 0.0
H 5.064916 -3.677723 -3.039406 -0.1 0.0 -0.1
H 4.284784 -2.350821 -7.232584 0.0 0.1 0.2
H 3.367311 -3.724034 -6.723318 0.0 0.2 0.3
H 6.326704 -3.388002 -5.961952 -0.1 0.0 0.0
H 5.763594 -4.164170 -7.439950 0.0 0.0 0.2
H 5.342208 -4.862649 -5.884965 0.1 0.1 0.0
C -3.341651 10.591853 3.237958 0.0 0.0 0.1
C -2.296951 9.492157 3.070454 0.1 0.2 0.1
N -1.112528 9.669009 3.914080 0.4 -0.1 -0.1
C 0.001741 8.792940 3.539584 -0.2 0.3 -0.1
C -0.201834 7.288204 3.694929 0.1 -0.3 0.0
C -1.353241 9.791983 5.353050 -0.1 0.3 0.0
C -2.092772 8.653121 6.047843 -0.1 -0.2 0.3
H -2.903219 11.582758 3.080351 0.0 -0.2 0.1
H -4.142547 10.459527 2.502872 0.1 0.0 0.1
H -3.803623 10.568354 4.229852 0.1 0.0 -0.1
H -1.987533 9.508962 2.017544 0.2 -0.1 0.2
H -2.774900 8.520008 3.239317 -0.1 -0.1 0.0
H 0.898531 9.084906 4.098610 -0.2 0.1 0.1
H 0.252345 8.992076 2.489858 -0.2 0.1 0.0
H -0.168270 6.980586 4.741265 -0.1 0.0 -0.1
H 0.605054 6.756055 3.180308 0.0 0.0 0.0
H -1.145313 6.946954 3.257903 0.0 0.1 0.1
H -1.915095 10.716198 5.527760 0.0 -0.1 -0.2
H -0.399961 9.958929 5.870885 0.0 -0.1 -0.3
H -2.973444 8.320732 5.491284 0.1 0.0 0.0
H -2.440268 8.989630 7.031514 0.0 0.0 -0.1
H -1.443382 7.793508 6.219769 -0.1 0.0 -0.1
C -2.761569 -10.735744 -2.919814 -0.1 0.0 0.1
C -1.522008 -9.986012 -2.440049 -0.2 0.0 -0.1
N -1.693826 -8.532156 -2.388883 0.3 0.4 -0.1
C -0.432001 -7.805080 -2.220061 -0.1 -0.3 -0.2
C 0.335884 -8.018888 -0.918353 0.2 0.1 0.2
C -2.811152 -8.038773 -1.581510 -0.2 -0.2 -0.2
C -2.849630 -8.433006 -0.108504 -0.2 0.1 0.3
H -3.104918 -10.355996 -3.887728 0.1 0.0 0.2
H -2.529814 -11.799215 -3.040712 0.0 0.2 0.1
H -3.585886 -10.662020 -2.203651 0.1 0.0 -0.1
H -0.716864 -10.222817 -3.147374 0.0 0.3 0.2
H -1.214281 -10.393433 -1.469825 0.0 -0.1 0.1
H -0.610218 -6.731091 -2.349565 -0.2 -0.1 0.0
H 0.231112 -8.078216 -3.050759 -0.2 -0.1 0.0
H -0.138429 -7.507392 -0.079322 0.0 -0.1 0.0
H 1.343765 -7.602305 -1.016940 0.0 0.0 0.0
H 0.446319 -9.078394 -0.667654 -0.1 0.2 0.0
H -3.743986 -8.376582 -2.046357 0.2 -0.1 0.0
H -2.859810 -6.944589 -1.653355 0.3 -0.1 -0.1
H -2.640721 -9.494723 0.049412 0.0 0.1 -0.1
H -3.849289 -8.236759 0.296179 0.1 0.0 -0.1
H -2.147781 -7.846758 0.486412 0.0 -0.1 0.0
```
Positions in Å, forces in eV/Å.

Output
total charge: +1
E_LUMO: -3.99 eV
ΔE to the lowest compared entry with this formula, charge and spin: 16.694 eV
HOMO: -0.353 Ha

***

Entry 2:
Molecular formula: C42H92F8N13O18S8
Method: DFT, ωB97M-V/def2-TZVPD

Geometry as XYZ:
```
181
Properties=species:S:1:pos:R:3:forces:R:3
C -2.172459 -4.310769 -0.260329 -1.2 1.2 0.2
C -1.241059 -3.602356 -1.201192 1.4 1.1 0.3
N -0.731691 -4.501101 -2.201779 3.1 -2.2 -3.9
C -1.472045 -5.285552 -3.067025 -0.5 -0.2 0.1
C -0.667335 -5.883701 -4.016784 -1.3 0.7 0.7
N 0.586744 -5.387812 -3.853354 -2.0 1.8 4.5
C 0.544316 -4.590530 -2.707668 -1.1 -0.1 -0.6
C 1.756191 -5.663433 -4.560018 2.3 -0.5 -0.6
H -1.755886 -5.178410 0.251307 0.1 0.0 -0.4
H -3.118498 -4.524184 -0.757890 0.1 -0.5 -0.1
H -2.479703 -3.596872 0.503899 0.2 0.1 0.1
H -0.405770 -3.134077 -0.680493 0.5 -0.7 0.5
H -1.446358 -2.699744 -1.776737 -1.8 0.0 0.2
H -2.546976 -5.286064 -2.962539 0.1 -0.4 -0.1
H -0.962062 -6.619986 -4.749873 0.2 0.3 -0.1
H 1.362961 -4.006258 -2.314144 0.1 -0.2 -0.2
H 2.497957 -6.160321 -3.934730 -0.2 -0.4 0.1
H 2.264211 -4.725199 -4.783028 -0.3 0.0 -0.9
H 1.517353 -6.326432 -5.391571 0.3 0.5 -0.2
C 3.402818 7.014298 -1.981621 -0.1 -0.4 0.5
C 3.431056 5.506242 -2.004511 0.5 -0.3 -0.4
N 2.704925 4.918215 -3.143102 0.0 -2.8 -1.7
C 2.620125 5.469710 -4.397536 0.4 2.4 0.8
C 1.987607 4.674561 -5.272718 0.1 -1.2 1.0
N 1.738875 3.497333 -4.563514 1.5 0.3 1.9
C 2.301002 3.619416 -3.278558 -1.7 1.9 -2.0
C 1.053242 2.358491 -5.150178 -1.3 -1.0 0.8
H 2.376962 7.305695 -1.756216 0.3 0.6 -0.1
H 3.837233 7.505147 -2.852512 -0.3 -0.1 -0.1
H 4.098216 7.239508 -1.173036 -0.4 0.4 0.3
H 2.973304 5.096439 -1.104163 0.3 0.0 0.0
H 4.480128 5.224801 -2.095825 -0.1 -0.5 0.1
H 3.002490 6.478518 -4.447525 -0.2 -0.1 -0.7
H 1.732127 4.800126 -6.314522 0.0 -0.1 0.2
H 2.259029 2.943154 -2.437549 -0.1 -0.3 -0.4
H 0.524981 1.773796 -4.397066 0.7 -0.1 0.7
H 1.671458 1.654546 -5.707292 0.2 0.5 -0.1
H 0.121152 2.644269 -5.637662 0.5 0.6 -0.8
C -6.584675 6.339667 3.581674 2.6 -0.3 0.2
C -5.173119 5.768376 3.994842 -0.2 1.4 2.6
O -4.499441 6.117497 4.966490 -2.1 -1.8 -4.0
N -4.730542 4.678849 3.012787 1.1 1.6 0.1
H -4.646886 3.730758 3.350766 0.7 -1.0 1.6
H -5.421374 4.511499 2.295260 -0.2 0.8 -0.6
C -3.365016 5.066794 2.454971 0.1 -0.2 -0.4
H -6.661508 6.308359 2.494843 -0.3 -0.2 0.0
H -6.537751 7.393005 3.858036 -0.6 -0.2 0.4
H -7.306748 5.696655 4.084914 -0.3 0.4 0.0
H -3.460968 5.986013 1.877109 -0.1 -0.2 -0.2
H -3.008959 4.227708 1.857259 0.0 0.2 -0.1
H -2.634706 5.256557 3.241578 -0.5 -0.3 0.3
C -2.511936 1.669399 0.429564 1.6 -1.3 -1.2
C -1.668697 0.464017 -0.054072 -0.3 3.4 -0.7
O -1.760996 -0.695399 0.297802 -0.3 -4.5 1.1
N -0.477112 0.784118 -0.977792 -0.9 0.4 1.0
H -0.810608 0.830813 -1.930005 0.2 -0.5 -0.6
H -0.330307 1.749556 -0.719981 0.8 0.2 0.0
C 0.708318 -0.071825 -0.780556 -1.0 0.4 0.2
H -1.871543 2.353799 0.985972 -0.4 0.2 0.5
H -3.311143 1.222828 1.021121 0.0 0.3 -0.1
H -2.833109 2.181352 -0.477548 -0.6 0.4 0.1
H 1.570993 0.388268 -1.262418 0.0 -0.4 -0.2
H 0.386195 -1.039056 -1.166320 0.7 0.0 -0.1
H 0.852387 -0.166544 0.295720 0.1 0.0 0.0
C 4.173209 0.170470 0.805056 -1.2 -0.1 -0.1
C 5.335101 -0.854631 0.956413 -0.2 1.2 -1.0
C 5.951693 -1.091608 -0.437629 -0.1 -0.8 -0.2
N 6.801478 -2.385151 -0.634798 0.3 0.8 1.3
C 5.854405 -3.611841 -0.625249 1.7 0.9 -0.8
C 7.664940 -2.294133 -1.912222 -1.1 -0.7 0.5
C 8.794484 -1.367685 -1.572208 0.4 1.3 -0.3
C 8.897830 -1.279483 -0.033343 0.0 -0.7 -0.6
C 7.922321 -2.367029 0.414502 -0.9 0.4 1.0
H 3.243377 -0.181500 0.358252 0.1 -0.7 -0.1
H 4.353186 1.055225 0.194390 0.9 -0.1 -0.1
H 3.830510 0.610502 1.741550 0.4 -0.2 0.3
H 5.074737 -1.837460 1.349310 -0.4 0.3 0.5
H 5.964053 -0.270577 1.628292 0.8 -0.8 0.1
H 6.548386 -0.232507 -0.744204 -0.1 -0.2 -0.3
H 5.149065 -1.316030 -1.140150 0.0 0.8 -0.2
H 5.322009 -3.793043 0.308464 0.2 0.5 0.0
H 6.515923 -4.448918 -0.848398 -0.2 -0.2 0.1
H 5.191686 -3.435843 -1.472557 -0.1 -0.1 0.2
H 7.969531 -3.339046 -1.971196 0.2 0.1 -0.7
H 7.069663 -1.939839 -2.753782 -0.2 -0.3 0.0
H 9.721209 -1.629112 -2.083037 0.0 -0.5 0.3
H 8.593057 -0.377221 -1.980281 -0.2 0.0 0.0
H 9.916935 -1.494512 0.288057 -0.2 0.0 0.2
H 8.613904 -0.289342 0.323176 0.0 -0.1 0.0
H 8.405822 -3.332281 0.564920 -0.2 -0.2 -0.6
H 7.415529 -2.115162 1.346072 0.2 -0.1 0.1
C -11.167730 -0.959925 0.329373 1.0 -1.0 1.1
C -10.077566 -0.584809 -0.664934 -0.6 1.5 -1.0
C -8.595310 -0.557664 -0.090368 -0.7 -1.4 -2.1
N -7.404742 -0.540682 -1.215674 -1.3 0.2 -0.9
C -7.702210 0.434181 -2.389301 1.6 -0.2 0.7
C -7.028321 -1.924256 -1.889253 -0.3 -0.1 0.8
C -5.557118 -2.265458 -1.476418 -1.4 -0.5 0.2
C -5.040172 -0.927739 -1.159839 1.2 2.8 -0.6
C -6.156994 -0.184556 -0.476063 -0.4 -1.1 1.0
H -11.100938 -2.046238 0.389065 0.1 -0.1 0.8
H -12.226531 -0.828764 0.106110 0.3 0.8 -0.6
H -10.919634 -0.486544 1.279357 -0.4 -0.3 0.3
H -10.382740 0.368832 -1.095667 0.6 0.6 0.3
H -10.354587 -1.196518 -1.523515 1.4 -0.7 -0.2
H -8.467594 -1.481306 0.474152 0.4 -0.2 -0.2
H -8.367681 0.215574 0.643374 -0.2 0.5 -0.6
H -6.899094 0.315682 -3.116671 -0.2 -0.8 -0.3
H -7.398629 1.446389 -2.122145 -1.2 0.2 0.7
H -8.679953 0.267702 -2.841425 0.2 0.2 0.4
H -6.987338 -1.800409 -2.971418 -0.6 0.2 0.2
H -7.859438 -2.553936 -1.571707 0.4 -0.5 -0.3
H -4.996238 -2.726652 -2.289328 -0.2 0.0 -0.1
H -5.440793 -2.872912 -0.578876 -0.5 -0.3 0.0
H -4.873367 -0.317024 -2.047138 0.7 -0.4 -0.4
H -4.122791 -0.961063 -0.572142 0.1 0.3 0.1
H -6.160879 0.899509 -0.362572 0.6 -0.2 0.2
H -6.297771 -0.747650 0.446554 0.0 0.8 0.7
C 3.555283 -5.809773 6.238132 0.3 -1.1 0.4
C 3.195392 -4.364995 6.662770 0.9 -0.4 -0.9
C 3.713932 -3.382982 5.594593 -1.1 0.6 0.7
N 3.009261 -1.976563 5.651468 0.2 1.2 0.1
C 3.495749 -1.113713 6.872324 -0.3 -1.7 -1.0
C 1.443906 -2.012284 5.563824 1.8 -2.2 1.1
C 1.037293 -0.826410 4.866970 -1.2 3.0 -1.3
C 2.265559 -0.281781 4.042658 -1.8 1.5 2.6
C 3.352472 -1.195498 4.395122 1.3 -2.4 -1.7
H 3.062610 -6.338853 5.422388 -0.6 0.8 -0.2
H 3.466067 -6.519702 7.060406 -0.5 0.3 0.4
H 4.610387 -5.985326 6.028295 0.3 0.8 -0.2
H 3.771690 -4.236524 7.578994 -0.4 0.4 0.2
H 2.129588 -4.190255 6.809873 0.1 -0.4 0.2
H 3.496712 -3.793214 4.608372 -0.1 0.3 0.0
H 4.790371 -3.250184 5.703035 -0.1 0.3 -0.1
H 3.343330 -1.774081 7.726007 0.2 0.4 0.2
H 2.938331 -0.183883 6.985422 -0.2 -0.2 -0.3
H 4.546969 -0.917336 6.661446 -0.1 0.0 0.4
H 1.056460 -2.104692 6.578437 0.0 -0.3 -0.2
H 1.245933 -2.880882 4.935771 -0.1 -0.3 0.4
H 0.645087 -0.030337 5.499845 0.3 0.0 0.4
H 0.138239 -1.008340 4.278153 0.3 -0.2 -0.4
H 2.647437 0.565943 4.611551 -1.0 1.1 -0.6
H 1.939734 0.023588 3.048329 0.8 -0.5 -0.1
H 4.309850 -0.689820 4.520885 0.0 -0.3 0.0
H 3.415363 -1.946191 3.607334 0.5 -0.3 0.0
N -1.913098 0.639060 -3.237003 3.9 -6.6 0.6
S -2.873377 1.359702 -4.042600 -8.3 12.5 -5.0
O -4.322718 1.001966 -3.990448 3.3 -0.5 -0.4
O -2.367545 2.103167 -5.234792 -1.1 -2.8 1.9
F -2.903183 2.678875 -3.102414 -0.2 -0.5 0.9
S -1.859947 -0.656255 -4.287271 2.0 -4.6 -2.2
O -1.696289 -0.407039 -5.718546 -0.8 0.0 2.7
O -2.757262 -1.760089 -3.918272 1.8 2.0 0.2
F -0.338700 -1.153968 -3.983052 -1.1 0.2 1.0
N 4.734919 0.034321 -5.439778 3.8 3.6 1.1
S 5.489874 1.108267 -4.357707 2.7 4.9 -1.5
O 6.287162 0.586246 -3.249314 -1.5 0.1 -1.4
O 4.783495 2.390810 -4.121770 1.1 -3.3 -0.5
F 6.621737 1.506473 -5.440301 -0.8 -0.2 0.9
S 4.017711 -0.692947 -4.360110 -7.5 -6.3 2.6
O 2.862674 -0.000191 -3.767888 1.8 -0.4 -0.5
O 4.603385 -1.668238 -3.438157 0.5 1.1 -0.8
F 3.339897 -1.724704 -5.429900 0.0 0.3 0.6
N 0.313036 3.027792 0.042949 -4.7 1.4 -8.2
S -0.261345 4.533895 -0.606278 -2.1 0.2 -5.3
O 0.752739 5.535223 -0.898509 -1.6 -1.4 1.6
O -1.669528 4.846424 -0.405883 2.5 -0.2 1.3
F -0.440442 3.891422 -2.087837 0.6 -0.3 0.5
S 0.755797 3.553534 1.279448 6.6 6.1 12.2
O -0.054544 4.429566 2.180354 0.5 -2.1 -2.7
O 2.125327 4.103823 1.170759 -1.7 -1.5 0.4
F 0.820819 2.208155 2.057364 0.4 -0.9 0.6
N -3.935633 2.227414 3.842144 3.3 -1.7 0.8
S -2.538390 1.610793 4.531080 3.1 1.8 5.1
O -1.508016 0.978136 3.757960 -1.1 1.1 -0.7
O -2.709073 0.996458 5.858352 -0.7 0.8 -2.7
F -1.937387 3.073186 5.003012 -0.7 -1.2 -1.3
S -4.623704 0.828393 3.684068 -5.0 -4.1 -1.3
O -5.398343 0.377941 4.812414 1.1 0.7 -0.6
O -4.066562 -0.197396 2.829189 1.0 1.0 1.2
F -5.741741 1.323342 2.680445 -1.1 1.2 -0.6
```
Positions in Å, forces in eV/Å.

Output
2S+1: 2
total charge: +2
E_LUMO (alpha / beta): -4.11 / -4.19 eV
⟨S²⟩: 0.753
HOMO (alpha / beta): -0.244 / -0.419 Ha

***

Largest force on an atom (eV/A)
10.65 15.78